# 1
A cluster of 11 separate species, C3H28NO11 in total. Source: the OMol25 dataset; level of theory: ωB97M-V/def2-TZVPD.

```
43
C3H28NO11 (ωB97M-V/def2-TZVPD)
O -3.00 -0.03 0.11
C -2.22 0.63 -0.46
C -0.78 0.52 -0.43
C -0.26 1.72 0.39
N -0.37 -0.68 0.34
H -2.65 1.35 -1.15
H -0.31 0.48 -1.45
H -1.29 2.24 0.83
H 0.33 2.48 -0.16
H 0.19 1.41 1.30
H -1.11 -1.27 0.30
H -0.32 -0.29 1.38
H 0.45 -1.12 0.17
H -1.52 -3.96 -2.00
H -2.67 -2.85 -2.20
O -1.78 -3.02 -2.06
H -1.71 2.92 -2.89
H -0.24 2.80 -2.85
O -1.00 2.47 -2.43
H 2.17 -0.49 2.76
H 2.58 -0.38 1.35
O 2.65 0.10 2.09
H 0.44 -3.90 0.97
H 1.78 -3.47 0.42
O 0.93 -3.12 0.66
H 1.30 1.70 4.25
H -0.23 2.37 4.15
O 0.41 1.66 3.98
H -3.84 0.77 2.05
H -3.88 2.04 1.33
O -3.23 1.58 1.96
H 2.34 2.45 -2.62
H 1.79 1.21 -3.02
O 1.60 1.89 -2.35
H 3.32 -0.94 -2.49
H 3.20 -1.26 -0.95
O 3.10 -1.62 -1.83
H 0.47 -0.56 -3.87
H 1.45 -1.43 -3.27
O 1.33 -0.56 -3.76
H 0.22 -1.88 4.18
H -0.05 -0.59 3.80
O 0.42 -1.36 3.48
```

The charge is +2. Its expectation value of S² is 0.7565. Its spin multiplicity is 2. The calculation puts the total energy at -1012.679441 Eh. The relative energy (zero: lowest compared OMol25 entry of this formula, charge and spin) is 3.0 kcal/mol. The value obtained for the frontier orbital gap (spin up / spin down) is 8.3 / 3.9 eV.

# 2
A cluster of 12 separate species, C3H28NO13 in total. Source: the OMol25 dataset; level of theory: ωB97M-V/def2-TZVPD.

```
45
C3H28NO13 (ωB97M-V/def2-TZVPD)
O -1.36 1.41 -1.58
C -1.17 2.29 -0.76
N -1.36 2.00 0.56
C -1.50 0.57 0.96
O -0.41 -0.13 0.55
C -1.10 3.77 -1.14
H -1.03 2.69 1.22
H -2.52 0.26 0.64
H -1.52 0.60 2.08
H -0.22 4.25 -0.72
H -1.20 3.96 -2.19
H -2.07 4.17 -0.85
H 0.33 -1.29 0.05
H 1.37 -2.55 0.02
O 0.83 -1.97 -0.51
H -1.23 -1.82 -1.29
H -2.65 -1.93 -1.98
O -1.87 -2.42 -1.68
H 1.53 0.09 -3.31
H 2.98 0.33 -3.27
O 2.29 0.07 -3.89
H -3.99 -0.23 -1.40
H -3.95 0.92 -2.35
O -4.34 0.66 -1.51
H -1.02 -3.53 2.79
H 0.27 -3.07 3.30
O -0.09 -3.79 2.76
H 0.21 1.45 3.62
H 1.55 1.79 3.08
O 0.80 2.21 3.53
H -1.30 -1.89 0.65
H -2.29 -3.21 0.71
O -2.01 -2.37 1.09
H 2.74 0.99 0.09
H 4.12 1.71 0.54
O 3.53 0.98 0.69
H 0.69 -0.48 2.50
H 2.17 -0.64 2.30
O 1.43 -1.03 2.80
H 1.22 -0.04 -1.50
H 0.83 0.65 -0.08
O 1.45 0.69 -0.91
H 3.01 -2.74 -1.83
H 3.40 -1.35 -1.53
O 3.45 -2.00 -2.25
```

The charge is -1. Its spin multiplicity is 1. The calculation puts the total energy at -1164.038255 Eh. The relative energy (zero: lowest compared OMol25 entry of this formula, charge and spin) is 81.2 kcal/mol. The value obtained for the frontier orbital gap is 8.7 eV.

# 3
A cluster of 11 separate species, C3H29N2O10S in total. Source: the OMol25 dataset; level of theory: ωB97M-V/def2-TZVPD.

```
45
C3H29N2O10S (ωB97M-V/def2-TZVPD)
C 2.22 -0.42 -2.40
C 1.46 -0.46 -3.75
S -0.16 -1.25 -3.89
N 1.49 0.12 -1.24
C 0.90 -1.00 -0.40
N -0.07 -0.39 0.44
H 3.07 0.25 -2.49
H 2.64 -1.44 -2.23
H 1.39 0.53 -4.18
H 2.14 -1.02 -4.38
H 0.76 0.73 -1.57
H 0.42 -1.67 -1.14
H 1.72 -1.61 0.01
H -0.97 -0.24 0.00
H 0.30 0.28 1.10
H -1.88 3.39 -1.88
H -0.93 2.64 -2.81
O -1.35 3.49 -2.68
H 1.24 -3.44 -2.39
H -0.24 -3.65 -2.63
O 0.49 -3.98 -2.09
H -2.89 3.13 2.24
H -2.57 2.08 1.08
O -3.06 2.25 1.91
H -0.22 2.20 0.84
H -0.37 3.74 0.75
O -0.86 2.92 0.69
H 0.66 -2.74 2.30
H 0.62 -1.37 2.65
O 0.82 -2.22 3.09
H -2.04 0.11 3.83
H -2.46 1.59 3.47
O -2.16 0.99 4.18
H 2.98 0.91 2.12
H 2.61 0.76 0.61
O 2.87 0.26 1.41
H -1.47 -2.72 1.04
H -0.96 -3.93 1.76
O -1.79 -3.49 1.53
H -2.41 -0.49 -1.26
H -1.94 0.26 -2.50
O -2.20 0.40 -1.58
H 0.92 0.70 3.53
H 0.29 2.17 3.65
O 0.98 1.62 3.26
```

The charge is -1. Its spin multiplicity is 1. The calculation puts the total energy at -1391.829337 Eh. The relative energy (zero: lowest compared OMol25 entry of this formula, charge and spin) is 15.6 kcal/mol. The value obtained for the frontier orbital gap is 6.0 eV.

> Look up the spin multiplicity of the third one.

1

> relative energy (zero: lowest compared OMol25 entry of this formula, charge and spin) of number 2 (C3H28NO13)?

81.2 kcal/mol

> Number 1 is which compound?

C3H28NO11